Version w
ORCA calculation (ωB97M-V/def2-TZVPD) on the ion C2H7O3SSi with charge -1.

Cartesian coordinates (Å):
C: 1.103 1.018 -0.424
C: -1.641 -0.831 0.927
O: -3.410 -0.520 -1.015
O: -3.764 0.832 0.911
O: -1.683 1.181 -0.449
Si: -0.409 -0.249 -0.429
S: -2.842 0.194 0.051
H: 1.343 1.274 0.627
H: 2.100 0.583 -0.999
H: -1.804 -1.856 1.084
H: -1.669 -0.196 1.849
H: -0.846 -0.610 -1.805
H: 0.237 -1.728 -0.225
H: 0.896 1.923 -1.090

The HOMO-LUMO gap comes out at 8.3 eV. The LUMO energy comes out at 3.94 eV. The HOMO energy comes out at -0.1590 hartree. Its charge is -1. Its multiplicity is 1.



Version x
ORCA calculation (ωB97M-V/def2-TZVPD) on a structure of composition C2H7O3SSi.

Cartesian coordinates (Å):
C: 0.950 0.125 0.665
C: -0.232 0.970 1.021
O: -1.557 -1.274 1.255
O: -2.891 0.357 0.217
O: -0.912 -0.394 -1.054
Si: 0.735 -0.491 -1.319
S: -1.553 -0.147 0.345
H: 1.825 0.688 0.959
H: 0.845 -0.910 1.161
H: -0.389 0.970 2.124
H: -0.180 2.010 0.705
H: 0.699 0.588 -2.283
H: 0.426 -1.551 -2.309
H: 2.235 -0.941 -1.487

The HOMO-LUMO gap comes out at 7.9 eV. The LUMO energy comes out at 3.71 eV. The HOMO energy comes out at -0.1536 hartree. Its charge is -1. Its multiplicity is 1.



Version y
ORCA calculation (ωB97M-V/def2-TZVPD) on the ion C2H7O3SSi with charge -1.

Cartesian coordinates (Å):
C: 0.593 1.426 0.138
C: -1.727 -1.119 0.556
O: -4.057 -0.308 -0.563
O: -2.918 1.152 0.917
O: -1.752 0.554 -1.160
Si: -0.255 -0.194 -0.316
S: -2.789 0.124 -0.052
H: 0.419 1.524 1.202
H: 1.727 1.295 0.116
H: -2.089 -2.021 0.044
H: -1.780 -1.057 1.598
H: -0.004 -0.876 -1.657
H: 1.005 -0.992 0.547
H: 0.043 2.260 -0.522

The HOMO-LUMO gap comes out at 8.3 eV. The LUMO energy comes out at 3.85 eV. The HOMO energy comes out at -0.1646 hartree. Its charge is -1. Its multiplicity is 1.



Which structure is most stable, and how do the rest compare? From most to least stable: version y, version w, version x.